# 1
18
Properties=species:S:1:pos:R:3:forces:R:3 method="wB97M-V/def2-TZVPD" spin_multiplicity=1 e_homo_ev="-6.34 / -6.19"
C -1.34704 -0.62242 -0.82493 -0.0794 0.1289 0.3101
C -1.22116 1.19470 0.95640 -0.0211 -0.3174 -0.2763
C 1.48782 -1.63229 -0.28162 0.0456 0.0905 -0.0305
N 0.10366 1.56673 0.62432 0.2418 -0.0866 -0.1355
C 0.96659 0.62391 0.20317 -0.0937 0.1192 -0.0683
O 2.19547 1.02353 -0.27248 -0.2355 -0.0930 0.1407
O -2.46126 -1.13338 -0.25149 0.2359 0.1415 -0.0792
N 0.58593 -0.60835 0.21167 -0.1597 0.1352 0.0109
H 2.46001 1.85109 0.14701 -0.0807 -0.0548 -0.0274
H -2.89190 -0.39978 0.20884 0.0601 0.0033 -0.0275
H 0.26695 2.51256 0.31253 0.0265 -0.0919 0.0476
H -0.82064 -1.41834 -1.33336 0.0534 -0.0123 0.0379
H -1.41506 0.29847 -1.38791 0.0016 -0.0141 0.0433
H -1.25582 0.42628 1.72492 0.0339 0.0125 0.0273
H -1.83384 2.06850 1.16331 0.0413 -0.0028 0.0109
H 0.97738 -2.59527 -0.23474 0.0133 0.0387 -0.0035
H 2.38099 -1.69324 0.34649 -0.0523 0.0013 -0.0309
H 1.82192 -1.46270 -1.31213 -0.0309 0.0019 0.0503

# 2
18
Properties=species:S:1:pos:R:3:forces:R:3 method="wB97M-V/def2-TZVPD" spin_multiplicity=1 e_homo_ev=-8.01
C 0.45416 0.87551 1.11845 0.0541 -0.0465 -0.0328
C 1.43314 1.33193 0.04118 -0.1058 -0.0323 0.0210
C -0.75896 0.15574 0.62168 -0.1135 -0.1193 0.0469
C -1.31595 0.32213 -0.66282 0.0183 0.0295 0.0694
O -1.48828 -0.51733 1.49885 0.2208 0.0972 -0.2266
H -0.92940 -0.83834 2.22247 0.0082 0.0646 -0.0326
H 0.96401 0.22482 1.83319 -0.0348 -0.0075 -0.0196
H 0.07098 1.73612 1.68490 -0.0099 -0.0529 -0.0386
H -1.02771 1.22814 -1.18571 0.0375 -0.0044 0.0411
H -2.36732 0.06130 -0.73844 0.0292 -0.0113 0.0296
H 2.31676 1.76912 0.50726 -0.0491 -0.0240 -0.0079
H 0.99625 2.08901 -0.61212 0.0029 -0.0274 0.0295
H 1.73978 0.47668 -0.55935 -0.0105 0.0137 0.0042
N 0.02892 -1.78034 -1.72862 0.0700 -0.1955 0.3494
N 0.27260 -2.43906 -0.64495 -0.0505 0.5161 -0.0522
O 0.66738 -1.68083 0.29962 -0.2137 -0.1318 -0.4165
H -0.36521 -2.44197 -2.39751 0.0785 0.0035 0.0943
H -0.69116 -0.57264 -1.29809 0.0685 -0.0716 0.1413

# 3
18
Properties=species:S:1:pos:R:3:forces:R:3 method="wB97M-V/def2-TZVPD" smiles="CC(N)=O.CC(N)=O" spin_multiplicity=1 e_homo_ev=-9.67
C 0.40045 0.65413 -2.03907 -2.4200 1.6520 -6.3182
C 0.27849 2.04677 -1.54195 3.9581 0.2775 -3.7341
N 1.16847 3.00110 -1.99410 -3.3080 0.3040 3.5244
O -0.54721 2.34684 -0.79670 -4.5277 1.2907 4.2717
H 0.87627 0.14817 -1.33667 2.4864 -2.8493 2.5987
H 0.75488 0.54716 -3.19854 -0.1038 0.2173 3.1103
H -0.64592 0.33369 -2.12826 0.3133 -0.2540 0.3667
H 0.89335 3.93146 -1.68629 0.7108 -0.2685 -0.5689
H 1.75442 2.75864 -2.67357 2.9280 -0.3933 -3.2801
C 0.07770 -1.85621 2.88009 1.2412 2.2225 -5.1012
C -1.05390 -2.01990 1.84978 -1.0202 -0.8374 1.8993
N -0.90652 -1.56474 0.57877 -3.8896 -1.1235 0.5634
O -2.05026 -2.68531 2.10935 0.5000 0.5768 0.3135
H -0.02920 -1.48058 3.80698 -1.8579 0.9284 3.2129
H 0.81740 -0.98508 2.48443 -0.7908 -2.8336 0.3714
H 0.29908 -2.88481 2.92725 1.8337 -1.0436 0.2742
H -1.90885 -1.31455 0.34812 2.0309 -0.1781 -0.7628
H -0.17866 -0.97679 0.41040 1.9156 2.3122 -0.7412

# 4
19
Properties=species:S:1:pos:R:3:forces:R:3 method="wB97M-V/def2-TZVPD" smiles="CN(C)/C=N/S(C)(=O)=O" spin_multiplicity=1 e_homo_ev=-8.52
C 1.13076 0.18775 -1.99332 0.0729 -0.7619 -0.4062
N 0.75063 1.13287 -0.97448 -0.4649 0.0788 0.7043
C 1.15092 2.50758 -1.15815 0.2121 0.7440 -0.0500
C 0.02479 0.77418 0.02223 -2.0011 -7.0440 0.3971
N -0.48337 -0.94417 0.13328 2.1542 5.8546 -0.7718
S -1.51652 -1.01296 1.39152 0.1236 -0.0759 -0.1475
C -1.05909 -2.61497 2.11022 -0.1762 0.8497 -0.4242
O -1.25381 0.03182 2.36419 -0.0205 0.0365 0.2699
O -2.87598 -1.12602 0.91986 0.0293 -0.1948 0.1738
H 1.05983 -0.80886 -1.56032 0.0561 0.0624 -0.1069
H 0.44251 0.24555 -2.83805 -0.0028 0.0789 0.0270
H 2.14182 0.39821 -2.33909 -0.0149 0.0544 0.0857
H 2.23810 2.56986 -1.24812 -0.0979 -0.0449 0.0225
H 0.70306 2.90895 -2.07106 0.0223 -0.0755 0.0659
H 0.82782 3.11019 -0.30931 0.0146 -0.0927 -0.0824
H -0.34086 1.35714 0.84133 0.0778 0.6671 0.1918
H -0.11511 -2.49635 2.62340 0.1722 0.0112 0.0569
H -1.84706 -2.90263 2.79403 -0.1526 0.0059 0.0889
H -0.97843 -3.31814 1.29184 -0.0041 -0.1536 -0.0947

Number 1: F_max 0.4 eV Å⁻¹, DFT total energy -11380.937 eV. Number 2: F_max 0.5 eV Å⁻¹, DFT total energy -11381.521 eV. Number 3: F_max 7.0 eV Å⁻¹, DFT total energy -11384.164 eV. Number 4: F_max 7.3 eV Å⁻¹, DFT total energy -22217.228 eV.